Record 1
Density functional theory data (ωB97M-V/def2-TZVPD) for a molecular structure, C39H44N6O3Pd.

Computed properties:
total charge = +2
calculated total energy = -2194.0656 Eh
orbital gap (alpha / beta) = 0.2089 / 0.1463 hartree
<S²> = 6.09
multiplicity = 5

Geometry (Å):
Pd 1.01 0.14 1.34
N 1.55 -0.84 3.32
N 1.58 -2.19 2.85
C 2.31 -2.33 1.64
O 2.68 -3.40 1.25
O 2.50 -1.17 1.03
H 2.47 -0.57 3.66
H 0.89 -0.77 4.09
H 1.82 -2.88 3.55
C -3.39 4.66 -1.33
C -3.60 3.38 -2.09
C -4.45 3.33 -3.19
C -4.66 2.15 -3.89
C -4.03 0.98 -3.48
C -3.20 0.99 -2.38
C -2.98 2.19 -1.71
N -2.14 2.20 -0.55
C -0.88 1.74 -0.50
N -0.28 1.37 -1.63
C 0.93 0.62 -1.71
C 0.86 -0.74 -1.40
C 1.97 -1.55 -1.58
C 3.12 -1.00 -2.11
C 3.18 0.36 -2.44
C 2.09 1.19 -2.23
C 2.14 2.64 -2.63
N -0.20 1.70 0.66
C -0.88 1.54 1.88
C -1.86 0.53 2.03
C -2.46 0.31 3.25
C -2.11 1.11 4.33
C -1.17 2.12 4.19
C -0.54 2.36 2.98
C 0.43 3.50 2.85
H -3.84 5.50 -1.86
H -2.32 4.88 -1.20
H -3.84 4.63 -0.34
H -4.95 4.24 -3.51
H -5.32 2.14 -4.75
H -4.21 0.05 -4.01
H -2.73 0.08 -2.03
H -2.49 2.66 0.28
H -0.76 1.61 -2.49
H 1.92 -2.59 -1.29
H 3.99 -1.63 -2.26
H 4.09 0.76 -2.88
H 3.17 2.99 -2.71
H 1.61 3.28 -1.93
H 1.69 2.79 -3.61
H -2.11 -0.09 1.17
H -3.20 -0.47 3.36
H -2.58 0.95 5.29
H -0.93 2.75 5.04
H -0.01 4.42 3.23
H 0.71 3.68 1.81
H 1.33 3.33 3.44
C -3.81 -6.61 0.85
C -3.06 -5.45 0.27
C -2.51 -4.47 1.08
C -1.77 -3.41 0.59
C -1.23 -2.41 1.58
C -1.57 -3.30 -0.83
C -0.83 -2.32 -1.50
O -0.31 -1.21 -0.87
C -2.16 -4.30 -1.68
C -2.01 -4.26 -3.17
C -2.88 -5.33 -1.11
H -4.25 -6.36 1.81
H -3.15 -7.47 0.99
H -4.62 -6.93 0.18
H -2.64 -4.54 2.16
H -1.02 -2.91 2.53
H -1.95 -1.62 1.78
H -0.30 -1.95 1.25
H -0.65 -2.35 -2.57
H -0.98 -4.45 -3.48
H -2.30 -3.30 -3.59
H -2.63 -5.02 -3.63
H -3.32 -6.08 -1.76
N 3.47 2.06 1.49
C 4.72 1.97 1.04
C 5.80 1.77 1.96
C 7.07 1.65 1.49
C 7.31 1.70 0.10
C 6.26 1.88 -0.81
C 4.98 2.01 -0.37
H 3.29 2.15 2.48
H 2.71 2.35 0.88
H 5.58 1.72 3.02
H 7.90 1.50 2.17
H 8.32 1.60 -0.26
H 6.48 1.91 -1.87
H 4.14 2.12 -1.05



Record 2
Density functional theory data (ωB97M-V/def2-TZVPD) for a molecular structure, C34H52Cl2NPRe at a distorted geometry.

Computed properties:
calculated total energy = -2721.4728 Eh
orbital gap (alpha / beta) = 0.2235 / 0.2575 hartree
<S²> = 3.77
multiplicity = 4

Geometry (Å):
P -0.43 1.02 -1.70
C -2.12 0.46 -2.23
C -2.72 1.21 -3.43
C -4.16 0.71 -3.70
C -4.24 -0.82 -3.85
C -3.61 -1.55 -2.66
C -2.18 -1.07 -2.38
C 1.00 0.34 -2.66
C 0.97 0.65 -4.15
C 2.33 0.23 -4.76
C 2.69 -1.24 -4.47
C 2.57 -1.61 -2.98
C 1.24 -1.16 -2.36
C -0.31 2.85 -1.61
C -1.42 3.42 -0.70
C -1.40 4.96 -0.69
C -0.03 5.54 -0.31
C 1.13 4.88 -1.06
C 1.05 3.34 -1.05
H -2.72 0.71 -1.32
H -2.09 1.06 -4.32
H -2.76 2.29 -3.22
H -4.57 1.22 -4.59
H -4.79 1.01 -2.85
H -5.29 -1.12 -3.96
H -3.72 -1.12 -4.78
H -4.23 -1.37 -1.76
H -3.62 -2.64 -2.83
H -1.81 -1.55 -1.46
H -1.53 -1.38 -3.22
H 1.86 0.87 -2.20
H 3.10 0.88 -4.31
H 0.81 1.72 -4.32
H 0.14 0.10 -4.63
H 2.33 0.44 -5.84
H 3.72 -1.43 -4.82
H 2.03 -1.88 -5.06
H 2.69 -2.70 -2.86
H 3.40 -1.14 -2.43
H 1.24 -1.33 -1.27
H 0.42 -1.77 -2.78
H -0.44 3.13 -2.68
H -2.42 3.06 -0.98
H -1.23 3.05 0.32
H -1.68 5.32 -1.69
H -2.16 5.31 0.02
H 0.13 5.43 0.78
H -0.03 6.62 -0.50
H 2.09 5.19 -0.61
H 1.13 5.23 -2.11
H 1.91 2.92 -1.59
H 1.12 2.99 -0.01
Re -0.09 -0.07 1.78
Cl 2.15 0.18 1.32
Cl -2.29 0.58 1.70
C -0.41 -1.93 1.40
H -1.51 -2.08 1.23
C 0.28 -3.20 1.03
C 1.69 -3.27 1.05
C 2.34 -4.50 1.11
C 1.61 -5.69 1.06
C 0.22 -5.64 0.85
C -0.44 -4.42 0.80
H 2.26 -2.35 1.07
H 3.43 -4.54 1.24
H -0.36 -6.57 0.77
H -1.53 -4.37 0.67
H 2.11 -6.66 1.19
C 2.01 -1.64 5.54
N 0.91 -1.87 4.52
C 0.57 -3.32 4.40
C -0.36 -1.02 4.82
C 0.04 0.41 4.81
C 0.28 1.17 5.98
C 0.74 2.47 5.90
C 0.99 3.04 4.65
C 0.71 2.33 3.47
C 0.23 1.02 3.57
H 1.58 -1.76 6.55
H 2.42 -0.63 5.41
H 2.80 -2.38 5.37
H 1.30 -1.57 3.59
H 0.12 -3.64 5.36
H -0.14 -3.45 3.56
H 1.52 -3.88 4.18
H -1.13 -1.27 4.06
H -0.70 -1.35 5.82
H 0.12 0.67 6.94
H 0.90 3.05 6.83
H 1.41 4.05 4.59
H 0.84 2.79 2.49



Record 3
Density functional theory data (ωB97M-V/def2-TZVPD) for a molecular structure, H22K3O15P at a distorted geometry.

Computed properties:
calculated total energy = -3282.8222 Eh
orbital gap = 0.0856 hartree

Geometry (Å):
K 10.15 10.87 12.15
K 13.22 1.54 13.03
K 11.97 6.41 5.95
P 10.65 5.37 10.89
O 12.09 5.94 10.79
O 9.63 6.34 10.19
O 10.27 5.24 12.41
O 10.69 3.93 10.17
O 13.99 1.39 6.94
H 13.26 1.89 7.32
H 14.77 1.89 7.16
O 8.69 1.28 14.91
H 8.86 2.12 14.49
H 7.87 1.41 15.40
O 13.80 8.30 14.47
H 13.43 7.78 13.76
H 13.66 7.78 15.26
O 6.09 5.72 15.20
H 6.32 6.60 15.50
H 6.78 5.50 14.58
O 6.48 3.83 8.91
H 7.19 3.21 9.08
H 6.80 4.67 9.25
O 11.08 6.29 17.07
H 10.65 7.15 16.99
H 10.97 5.89 16.21
O 9.81 10.50 7.19
H 9.11 11.15 7.27
H 9.55 9.80 7.79
O 15.32 9.26 9.08
H 14.95 8.55 9.60
H 15.68 9.87 9.72
O 5.35 8.36 11.02
H 5.40 8.65 10.11
H 6.06 7.72 11.11
O 16.39 4.46 9.59
H 17.01 4.68 10.29
H 15.56 4.84 9.89
O 9.79 -1.13 9.28
H 10.72 -1.30 9.13
H 9.71 -0.17 9.25



Record 4
Density functional theory data (ωB97M-V/def2-TZVPD) for a molecular structure, C2HBrN2S2 at a distorted geometry.

Computed properties:
calculated total energy = -3556.5272 Eh
orbital gap = 0.2656 hartree

Geometry (Å):
C 1.27 0.38 0.45
C -1.05 -0.29 0.10
N -0.60 2.22 -0.77
N 0.35 -0.42 0.05
S -2.01 -1.63 0.24
S -1.55 1.59 0.12
Br 2.90 -0.48 0.06
H 0.70 -1.37 -0.25



Record 5
Density functional theory data (ωB97M-V/def2-TZVPD) for a molecular structure, C24H19Cl3FN2OPdS4.

Computed properties:
total charge = -1
calculated total energy = -4311.8962 Eh
orbital gap = 0.2062 hartree

Geometry (Å):
Pd 2.12 -0.81 2.00
S 5.05 2.52 2.88
C 3.95 1.33 2.59
S 4.12 -0.34 2.96
S 2.39 1.53 1.87
Cl -1.26 -3.45 -4.14
C -1.66 -2.02 -3.24
C -0.65 -1.18 -2.80
C -0.99 -0.05 -2.08
C -2.32 0.27 -1.81
C -2.64 1.48 -0.97
C -2.86 1.06 0.50
N -1.89 0.10 0.97
C -2.09 -1.26 1.07
C -0.89 -1.78 1.45
N 0.03 -0.77 1.57
C -0.60 0.34 1.27
O -1.57 2.39 -1.13
C -1.82 3.74 -0.73
C -1.18 4.09 0.58
C 0.17 4.30 0.71
Cl 1.31 4.25 -0.56
S 0.64 4.66 2.31
C -0.98 4.57 2.84
C -1.83 4.26 1.83
C -3.30 -0.60 -2.27
Cl -4.98 -0.28 -1.93
C -2.99 -1.74 -2.99
H 0.38 -1.42 -2.99
H -0.21 0.61 -1.72
H -3.57 1.94 -1.32
H -3.85 0.60 0.58
H -2.85 1.94 1.14
H -3.04 -1.71 0.88
H -0.63 -2.80 1.66
H -0.17 1.33 1.26
H -2.89 3.94 -0.70
H -1.38 4.36 -1.52
H -1.21 4.74 3.88
H -2.90 4.16 1.97
H -3.78 -2.40 -3.33
F 4.04 -2.91 -3.26
C 3.62 -2.93 -1.96
C 4.55 -2.78 -0.95
C 4.12 -2.81 0.37
C 2.76 -2.96 0.71
C 2.32 -2.89 2.11
C 1.87 -3.13 -0.36
C 2.29 -3.12 -1.68
H 5.59 -2.63 -1.19
H 4.84 -2.69 1.16
H 3.07 -3.16 2.84
H 1.35 -3.36 2.30
H 0.82 -3.31 -0.15
H 1.59 -3.28 -2.49



Record 6
Density functional theory data (ωB97M-V/def2-TZVPD) for 4 unconnected molecules or ions with the total composition C21H43Cl2F3N3O5 at a distorted geometry.

Computed properties:
total charge = +1
calculated total energy = -2586.0589 Eh
orbital gap = 0.3082 hartree

Geometry (Å):
C -3.75 -1.92 -4.10
C -2.49 -1.52 -3.76
C -2.37 -0.47 -2.67
N -1.58 -0.88 -1.44
C -2.30 -0.84 -0.27
N -2.25 0.27 0.43
C -1.45 1.44 0.06
C -2.28 2.44 -0.79
O -3.18 3.18 -0.03
C -1.29 3.34 -1.57
F -0.62 4.12 -0.75
F -0.44 2.59 -2.28
F -1.97 4.04 -2.46
N -3.11 -1.83 0.20
C -2.87 -2.14 1.65
C -4.08 -1.54 2.48
C -3.54 -0.98 3.83
Cl -4.79 -1.09 5.11
C -2.96 -3.10 -0.55
C -4.26 -3.93 -0.44
O -5.28 -3.51 -0.79
Cl -4.12 -5.58 0.20
H -4.22 -1.71 -5.07
H -4.35 -2.47 -3.35
H -1.61 -1.93 -4.27
H -1.90 0.42 -3.13
H -3.38 -0.21 -2.33
H -1.12 -1.77 -1.57
H -2.79 0.37 1.28
H -1.21 1.97 0.99
H -0.48 1.16 -0.39
H -2.89 1.94 -1.55
H -2.70 3.71 0.63
H -1.94 -1.69 2.03
H -2.88 -3.21 1.86
H -4.56 -0.76 1.87
H -4.79 -2.35 2.67
H -3.21 0.05 3.69
H -2.66 -1.59 4.10
H -2.78 -2.97 -1.63
H -2.12 -3.67 -0.14
C -0.75 3.52 4.76
C 0.27 2.39 4.86
C 1.68 2.91 4.68
O -0.01 1.40 3.86
H -0.71 3.99 3.77
H -1.77 3.13 4.88
H -0.58 4.27 5.52
H 0.17 1.90 5.83
H 1.81 3.37 3.69
H 2.40 2.09 4.74
H 1.93 3.65 5.44
H 0.07 1.83 3.00
C 3.74 2.25 -0.70
C 3.20 1.12 -1.56
C 3.44 1.38 -3.04
O 1.79 0.97 -1.33
H 3.24 3.19 -0.94
H 3.55 2.05 0.36
H 4.81 2.38 -0.84
H 3.67 0.18 -1.27
H 2.94 2.30 -3.36
H 3.04 0.57 -3.64
H 4.51 1.48 -3.25
H 1.36 1.79 -1.58
C 6.20 -2.02 -0.74
C 5.65 -3.15 -1.60
C 5.90 -2.88 -3.08
O 4.25 -3.29 -1.37
H 5.71 -1.07 -0.98
H 6.00 -2.22 0.31
H 7.27 -1.90 -0.88
H 6.12 -4.09 -1.32
H 5.40 -1.96 -3.40
H 5.49 -3.69 -3.69
H 6.96 -2.79 -3.29
H 3.82 -2.46 -1.62



Q: Look up the calculated total energy of the fourth one.
A: -3556.5272 Eh